80
Properties=species:S:1:pos:R:3 method="wB97M-V/def2-TZVPD" homo_energy_ev=-9.06 orbital_gap_ev=9.2 energy_ha=-3026.6430
I -2.15519 -3.80517 -2.83776
I -0.74920 -0.51611 -3.72337
S 0.34874 2.07658 -1.29472
P -4.26658 0.85118 -1.36527
O 4.51850 0.82228 2.36612
O -5.17726 1.97150 -1.13700
O 0.76652 0.34940 3.25487
O 0.98670 2.38498 -2.51464
O -5.05073 -0.55531 -1.36294
O -1.68674 -7.38332 -4.40530
O -2.57775 5.04572 2.68078
O -3.51184 0.88422 -2.75055
O 0.65027 0.51374 -0.99248
O -1.23143 1.94783 -1.41340
O 0.77499 2.78913 -0.13811
C -3.00016 0.72081 -0.06800
C -1.16551 5.25831 2.62822
C -1.33770 -8.71185 -4.00854
C -2.12537 6.42110 0.80957
C -1.97418 -2.18540 -1.39453
C -0.84486 5.68914 1.20536
C -1.79531 -2.85897 -0.01024
C 6.20500 1.42107 0.82185
C 0.90402 2.42009 4.39982
C -0.55030 -0.21617 -0.64384
C -0.12796 -9.10739 -4.84338
C -0.74952 -1.29609 -1.71822
C -1.52871 0.93831 -0.40864
C -0.63120 -6.82645 -5.19589
C 0.56060 -7.76073 -5.04434
C 1.69805 0.18826 4.33204
C 5.93394 0.98839 2.25646
C 3.87541 1.38892 1.21680
C 4.93625 2.20191 0.48985
C -3.18938 5.57956 1.50190
C 0.40026 1.72712 3.14164
C 2.14682 1.58900 4.71733
H -0.44904 -9.51200 -5.80577
H 4.99466 3.20878 0.90952
H -0.65669 4.33862 2.91758
H -0.42058 -5.81331 -4.84976
H 6.42261 0.04916 2.51857
H -3.92739 0.32961 -3.42224
H -5.82421 -0.43959 -0.79833
H 0.05087 6.30409 1.13297
H -2.57921 -2.56331 0.68758
H -0.96824 -6.77525 -6.23657
H -2.27990 6.48788 -0.26626
H -0.45268 -0.69201 0.33238
H -2.19610 -9.36542 -4.16731
H -2.11798 7.43478 1.21687
H -0.90356 6.03960 3.35118
H -0.68474 1.79840 3.02258
H 3.49818 0.57368 0.59076
H -3.07725 -0.22932 0.46176
H -0.69726 4.80536 0.58331
H 4.73857 2.28952 -0.57715
H 0.87666 2.13602 2.24577
H 1.18823 -0.30877 5.16531
H 0.13158 -1.93529 -1.66507
H 2.97616 1.89730 4.07821
H 0.17034 2.33407 5.20477
H -3.51058 4.74784 0.86503
H 0.49669 -9.85196 -4.35224
H -1.09858 -8.70718 -2.93953
H 6.28763 0.54648 0.17275
H 7.11900 2.00516 0.72441
H 2.46784 1.65838 5.75587
H -1.12337 1.37815 0.51259
H 6.25452 1.75639 2.96936
H 1.13629 -7.49666 -4.15442
H 3.02659 1.99180 1.54030
H -4.07137 6.15354 1.78737
H -2.90648 -1.63589 -1.46043
H -3.28727 1.49415 0.64480
H 1.11249 3.47718 4.24281
H 1.22938 -7.73218 -5.90317
H -1.79790 -3.94013 -0.09198
H 2.52266 -0.44123 3.99822
H -0.83306 -2.58225 0.42048

56
Properties=species:S:1:pos:R:3 method="wB97M-V/def2-TZVPD" homo_energy_ev=-9.45 orbital_gap_ev=6.0 de_lowest_kcal_mol=7.22 energy_ha=-2716.7129 charge=+1
Lu 2.11552 -0.70195 0.23751
O 4.14864 -1.18894 0.87240
O 1.97452 1.41608 0.01341
O -1.25463 -0.47798 4.72085
O 0.25105 -1.49638 1.00886
O 1.41807 3.06838 -1.41757
N 1.52527 -0.39259 -2.04422
N -4.62969 -1.53272 -3.51941
N -2.91356 -0.13032 -4.37554
N 1.92565 -0.24231 2.42687
N -4.68360 0.79584 -3.14525
N 0.64912 -0.25559 2.88333
C -0.14315 -1.02596 2.12080
C -2.09412 -0.83919 3.69529
C -2.24582 1.17806 -4.50858
C 2.89078 0.21860 3.25355
C 4.29243 0.11046 2.95890
C -3.45574 -0.99133 3.95902
C 4.89270 -0.61387 1.81108
C -1.59357 1.61545 -3.22280
C 0.59523 0.81626 -1.87558
C 6.37350 1.11020 3.44008
C 4.98543 1.03484 3.69988
C -0.04791 1.22453 -3.22533
C -1.56093 -1.26193 2.46205
C -4.04952 -0.31229 -3.63292
C -4.29212 -1.49250 2.92879
C 1.34739 1.88398 -1.06269
C -2.39674 -1.93855 1.53673
C 6.97326 0.31798 2.46978
C 6.31360 -0.65596 1.68887
C -3.78157 -1.94211 1.69874
H 4.54120 1.67458 4.46908
H 0.51560 2.08799 -3.59846
H -5.54657 -1.54460 -3.13773
H -5.39986 0.62929 -2.46580
H -1.92432 -2.41744 0.69791
H -1.52292 1.12249 -5.33204
H 1.08752 -1.17363 -2.58159
H 8.03147 0.46453 2.29817
H -4.47296 -2.25166 0.91209
H 2.57982 0.68675 4.15631
H -4.04871 1.53024 -2.88709
H -3.89214 -0.65013 4.90148
H -0.12177 0.43198 -1.15776
H -2.73159 -0.88612 -5.06794
H -0.37244 -0.09834 4.25536
H -4.45074 -2.23970 -4.25025
H 6.97533 1.81440 3.99283
H 2.37992 -0.15137 -2.57011
H -3.06417 1.87901 -4.87101
H -5.37091 -1.50176 3.09443
H -2.14276 1.24437 -2.33988
H 0.17042 0.52173 -4.04177
H -1.63230 2.72752 -3.27736
H 6.88340 -1.19832 0.94423

153
Properties=species:S:1:pos:R:3 method="wB97M-V/def2-TZVPD" homo_energy_ev=-8.18 orbital_gap_ev=8.6 de_lowest_kcal_mol=0.00 energy_ha=-2679.4726
O -2.32845 8.13423 2.76646
O -1.65532 3.48759 -0.87285
O -8.95659 -2.91208 -8.63924
O -2.56544 2.44410 5.22381
O -7.11323 -2.89094 -3.79679
O -2.41917 -1.00024 0.05084
O 3.81641 2.49985 5.23577
O 2.72319 -2.07194 -0.47042
O 6.82978 -2.75607 -2.63569
O 5.87857 2.88885 0.11974
N 5.16703 3.06713 7.51015
N 5.35958 0.48503 -1.72636
N 2.81828 -3.44906 -0.75900
N -1.16762 -0.58605 2.46288
N -8.97458 -3.76828 -5.56177
N -1.77652 4.50346 3.36509
N 1.55166 1.89944 -1.89303
C 3.18819 -5.75529 -0.08060
C 3.04025 2.41443 6.40136
C 0.87651 0.01371 1.31164
C 2.27985 -3.77099 -2.10681
C -1.36402 2.75466 5.90072
C 3.03626 2.88652 4.13924
C 2.65705 -4.36033 0.35658
C -3.02232 3.29271 -1.15512
C 6.39012 -1.45187 -2.85043
C -3.07692 -1.93293 -0.77109
C 0.67316 2.79380 -1.15841
C 2.99352 -2.87191 -3.10418
C -9.57954 -3.96669 -7.93756
C -8.31200 -3.31082 -3.20522
C 3.62707 -3.85133 1.42223
C -6.09530 -2.54527 -2.91846
C -2.34214 2.13523 3.86873
C 2.35204 -6.18876 -1.26092
C -1.51328 9.22751 3.13878
C -0.99631 -1.08728 0.09283
C 5.86322 3.04819 1.52298
C -1.71791 6.95787 3.29804
C 4.51797 0.95595 -0.62291
C 6.92050 -3.63525 -3.71801
C -0.60201 -0.10482 1.19894
C -9.46367 -3.43340 -4.21577
C -10.05767 -3.64460 -6.51824
C 1.29425 -4.47150 1.06205
C -0.80608 2.54355 -1.47990
C -2.22837 5.68990 2.65410
C 0.76147 -3.51778 -2.26162
C 3.42533 2.55376 9.01770
C -2.55282 3.35000 2.93956
C 2.57443 -5.28772 -2.45333
C -7.58862 -3.13215 -8.90966
C 1.04211 4.24694 -1.31823
C 3.92621 2.20542 7.63694
C 5.72392 -0.92348 -1.58921
C 4.63194 2.46251 -0.36811
H -10.19073 -4.12527 -3.79271
H 5.22960 3.88980 1.83587
H -8.63115 -2.69774 -2.35660
H -7.19931 -2.43357 -9.65166
H 2.55929 3.37956 6.61647
H 2.47883 2.06880 9.28519
H -0.51228 -0.81005 -0.85036
H 1.36545 0.23695 0.36032
H -4.12048 -2.01587 -0.46457
H 3.38491 -2.90187 1.90162
H -3.59848 4.12372 -0.75879
H -6.51517 -2.02002 -2.05107
H -3.32528 5.72330 2.73359
H 0.54261 -4.94689 0.43298
H -8.25832 -3.06554 -5.71704
H -1.97456 10.14514 2.77181
H 4.41977 1.23107 7.65683
H 1.28988 -6.35959 -1.09170
H 7.15466 -0.74263 -3.19730
H 5.65106 -1.37806 -3.66094
H -10.56156 -2.66725 -6.47916
H 0.59337 4.89624 -0.56249
H -0.63706 6.93391 3.09803
H 6.88082 3.20378 1.86752
H 0.48489 -2.47204 -2.13695
H 3.51192 -1.89232 0.05488
H -0.71798 1.86747 5.91273
H 3.76333 -4.63136 2.17777
H 2.29408 2.11240 3.89867
H -5.40017 -3.31738 -2.56506
H 0.41567 -3.85614 -3.23886
H 4.05423 -2.85875 -2.83222
H -9.93301 -2.43852 -4.23590
H 6.22514 1.00275 -1.79636
H 2.25009 1.65849 6.35227
H -1.36856 1.66482 3.72769
H 4.17747 2.30315 9.76070
H 2.64703 -1.84387 -3.02813
H -0.93947 2.43711 -2.56703
H 4.66223 -3.73963 1.07564
H 1.31340 -0.87545 1.76624
H 7.03414 -4.63751 -3.29988
H 2.11354 4.31617 -1.11772
H -1.85136 6.93752 4.38086
H -3.26256 3.15723 -2.21359
H 1.39657 0.95003 -1.56933
H -2.15627 -0.76243 2.28862
H 0.97561 -3.47662 1.37983
H -2.17772 5.61892 1.55804
H -10.83673 -4.33488 -6.18161
H -8.15240 -4.33372 -2.83453
H 7.77813 -3.46686 -4.37413
H 5.08242 3.91402 6.95222
H -0.74239 -2.11789 0.36376
H -5.42671 -1.82570 -3.40132
H 3.51149 0.54615 -0.61650
H 4.97522 0.53015 0.28926
H 4.93724 -1.61644 -1.28851
H 0.24780 -4.11712 -1.50644
H -10.39450 -4.36567 -8.55220
H -0.81093 4.33582 3.08844
H -1.01879 0.85950 0.87287
H 0.76710 2.42596 -0.12236
H -7.05308 -3.02835 -7.96374
H -3.05425 -1.54289 -1.79513
H 4.24116 -5.63516 -0.33743
H 2.39360 3.74983 4.36035
H -3.36716 2.36440 -0.68264
H -3.61083 3.54578 3.13662
H -7.36166 -4.08551 -9.40025
H 5.99353 -3.70350 -4.29834
H 3.58716 3.12194 3.23389
H 6.45357 -0.96786 -0.76468
H -0.77429 3.59812 5.54193
H -1.17185 1.56623 -1.12672
H -1.28076 0.29522 2.97648
H 5.72554 2.50534 6.86794
H -8.98239 -4.88550 -7.91302
H 3.72290 2.77106 0.16217
H -2.65790 -2.94332 -0.74106
H 1.16776 0.88815 1.90670
H 1.36557 -5.05833 1.97919
H 5.34537 2.21203 2.00771
H 1.87896 -5.40922 -3.28927
H 3.24234 3.62279 9.15199
H 3.52005 -5.38730 -2.99153
H -1.49615 9.41884 4.22068
H -0.46503 9.16372 2.84272
H -1.63124 2.94930 6.94007
H 2.73948 -7.17409 -1.55336
H -3.04103 1.36030 3.53966
H 3.04784 -3.31530 -4.10011
H 3.11705 -6.43045 0.77206
H 4.54252 3.00214 -1.31841
H 2.52581 2.06538 -1.67772
H -2.44614 3.10697 1.87566
H 0.66457 4.67049 -2.24832

39
Properties=species:S:1:pos:R:3 method="wB97M-V/def2-TZVPD" spin_multiplicity=5 homo_energy_ev="-4.42 / -4.94" orbital_gap_ev="7.0 / 7.5" de_lowest_kcal_mol=7.75 energy_ha=-5264.5912 charge=-1
Br -2.44964 -0.25418 -4.97268
Fe -0.15980 0.63358 0.00998
S -2.53531 2.23341 -1.45491
O -1.93788 -0.74291 -0.37411
O 3.28151 -0.42052 -2.05037
O -3.34710 1.01646 -1.70545
O 1.33246 -0.08378 -1.02312
N -1.28230 2.09134 -0.70913
N -4.06273 5.05166 4.46432
C 1.98305 -1.48309 -4.28006
C -3.35232 4.23669 4.06493
C -2.95595 1.95001 3.25722
C 2.05997 -0.36995 -2.03705
C -2.47022 3.22076 3.57818
C 1.31958 -0.73061 -3.31787
C 0.00065 -0.35107 -3.53644
C 0.00943 -1.51059 -5.65847
C -2.10153 0.96954 2.80465
C -0.63593 -0.74692 -4.70108
C 0.15631 0.19741 2.06073
C -1.10320 3.47634 3.42896
C 1.33119 -1.87415 -5.43846
C -1.75134 -2.07114 -0.84462
C -0.25530 2.49317 2.97381
C -0.71833 1.20134 2.63941
H -4.01319 1.74257 3.36597
H -0.52068 0.25101 -2.80323
H 1.20596 0.33749 2.31724
H -2.49696 -0.00621 2.54796
H 1.84996 -2.46888 -6.18017
H -2.53195 -0.23699 -0.97238
H 0.80017 2.71186 2.85824
H -0.71688 4.45749 3.67534
H -1.06784 -2.56346 -0.15442
H -0.51256 -1.81332 -6.55569
H -2.69958 -2.61319 -0.85573
H -0.17296 -0.82413 2.25432
H -1.30942 -2.08717 -1.84370
H 3.01490 -1.74775 -4.09387